{
  "formula": "C12H48F2NO16S2",
  "method": "ωB97M-V/def2-TZVPD",
  "homo_ev": -7.441,
  "total_charge": -1,
  "relative_energy_kcal_mol": 93.4,
  "species": ["N", "S", "O", "O", "F", "S", "O", "O", "F", "C", "O", "H", "H", "H", "H", "C", "O", "H", "H", "H", "H", "C", "O", "H", "H", "H", "H", "C", "O", "H", "H", "H", "H", "C", "O", "H", "H", "H", "H", "C", "O", "H", "H", "H", "H", "C", "O", "H", "H", "H", "H", "C", "O", "H", "H", "H", "H", "C", "O", "H", "H", "H", "H", "C", "O", "H", "H", "H", "H", "C", "O", "H", "H", "H", "H", "C", "O", "H", "H", "H", "H"],
  "positions_angstrom": [[10.8698, -13.2338, 8.0354], [12.0847, -13.9791, 8.4093], [12.7984, -13.6060, 9.6828], [12.9156, -14.5895, 7.3404], [11.2115, -15.2560, 8.9365], [11.6773, -11.7719, 7.8128], [12.9039, -11.6940, 7.0136], [11.4482, -10.7841, 8.8649], [10.5866, -11.2792, 6.7415], [15.7191, -15.8416, 5.4856], [14.7102, -14.9571, 5.1615], [16.6939, -15.7716, 5.0028], [15.9138, -15.5890, 6.5278], [15.4352, -16.8826, 5.3314], [14.0883, -14.9523, 5.8928], [11.0091, -13.7996, 12.3782], [10.4792, -12.9303, 13.3580], [11.2366, -14.8030, 12.7382], [10.2381, -13.8939, 11.6135], [11.9280, -13.4209, 11.9306], [10.0859, -12.1776, 12.9102], [15.6614, -15.0451, 10.9187], [16.8840, -15.0151, 10.2927], [14.8133, -15.5001, 10.4071], [15.7367, -15.6450, 11.8256], [15.3152, -14.0820, 11.2937], [17.0416, -14.1038, 10.0350], [7.6104, -10.6178, 6.8643], [7.8167, -9.3284, 6.3589], [6.5852, -10.7651, 7.2039], [7.9363, -11.4393, 6.2262], [8.2044, -10.5423, 7.7751], [8.7494, -9.1605, 6.2058], [11.2938, -18.3859, 8.0008], [10.9142, -19.1673, 6.9213], [11.0498, -18.8421, 8.9602], [12.3694, -18.2288, 7.9194], [10.9169, -17.3640, 7.9610], [10.0871, -18.8318, 6.5679], [11.2055, -10.0182, 3.5654], [10.2457, -11.0876, 3.5981], [11.7682, -10.0454, 2.6323], [10.6460, -9.0831, 3.5906], [11.9255, -9.9950, 4.3834], [10.0446, -11.4199, 4.4760], [13.9452, -8.5645, 8.6976], [13.7556, -7.3898, 7.9129], [14.8300, -8.6622, 9.3267], [13.0822, -8.6793, 9.3535], [13.8475, -9.4535, 8.0744], [14.5580, -7.1093, 7.4668], [7.6124, -13.0467, 9.5222], [8.8876, -12.5005, 9.7371], [6.9884, -12.2487, 9.9245], [7.4811, -13.1236, 8.4429], [7.5367, -13.9978, 10.0494], [9.5780, -12.8242, 9.1538], [10.4812, -10.0554, 11.9334], [9.3173, -10.8809, 11.8066], [10.0982, -9.3573, 12.6777], [11.3477, -10.5955, 12.3149], [10.6347, -9.5417, 10.9843], [9.3352, -11.4422, 11.0280], [10.0151, -14.5809, 5.1814], [9.1809, -14.3120, 6.3364], [9.2714, -14.8977, 4.4502], [10.4541, -13.6201, 4.9126], [10.7743, -15.3607, 5.2419], [9.7509, -14.0028, 7.0444], [14.3753, -11.0211, 11.2296], [15.4582, -10.1280, 11.4373], [13.6587, -11.1571, 12.0396], [13.8395, -10.7439, 10.3218], [14.8485, -11.9949, 11.1037], [16.1640, -10.5380, 11.9426], [14.6134, -9.6864, 4.8437], [14.4910, -11.0334, 4.4814], [15.1687, -9.7554, 5.7791], [15.2998, -9.0985, 4.2343], [13.7000, -9.1059, 4.9728], [13.8951, -11.4378, 5.1162]],
  "atomic_forces_ev_per_a": [[-0.15, 5.46, -1.37], [7.15, -9.26, 4.63], [-1.69, 0.04, -3.85], [-2.01, 1.79, 2.19], [0.59, 0.35, -0.32], [-1.81, 5.73, -1.79], [-1.87, -1.07, 1.95], [0.87, -2.53, -1.13], [0.18, -0.17, -0.10], [0.55, -0.53, 1.57], [-0.46, 0.77, -1.73], [-0.30, 0.88, -0.71], [0.54, -0.98, 0.43], [-0.21, -0.26, 0.32], [-0.10, 0.15, 0.06], [-0.45, 0.35, -0.55], [0.68, -0.71, 1.07], [-0.21, 0.13, 0.55], [0.25, -0.28, -0.47], [0.02, 0.14, -0.10], [-0.45, 0.22, -0.31], [-1.72, -0.44, 2.03], [0.99, 0.35, -0.89], [0.25, 0.13, -0.83], [0.26, -0.21, 0.20], [0.06, 0.24, -0.29], [0.15, -0.13, -0.26], [0.98, 0.24, 1.60], [-0.91, 1.08, -1.45], [-0.14, 0.26, -0.49], [-0.04, 0.01, -0.12], [0.04, -1.34, 0.38], [0.03, -0.29, 0.10], [0.92, 1.14, 0.51], [-0.66, -0.68, -1.00], [-0.04, -0.02, 0.09], [0.20, -0.27, 0.31], [-0.43, -0.11, 0.05], [0.01, -0.08, 0.01], [-0.78, 0.02, 0.30], [0.52, 0.00, -0.57], [-0.13, -0.31, 0.01], [0.08, 0.27, -0.01], [-0.17, -0.40, 0.09], [0.35, 0.37, 0.21], [-0.81, -0.75, -0.21], [0.05, 0.20, 0.42], [0.26, 0.54, -0.23], [-0.04, 0.49, 0.12], [0.43, -0.10, -0.26], [0.14, -0.32, 0.13], [0.58, 0.72, -0.27], [0.92, 0.58, 0.64], [-0.70, -0.58, 0.00], [-0.53, -0.39, 0.02], [-0.47, -0.04, -0.12], [-0.27, -0.36, -0.05], [-1.68, 0.22, -0.04], [0.24, -0.08, 0.84], [0.79, 0.41, 0.07], [0.13, 0.05, -0.21], [0.53, 0.03, 0.15], [0.08, -0.28, -0.72], [-1.42, 0.77, 0.34], [0.13, -1.03, -0.54], [0.34, 0.16, -0.38], [0.34, -0.24, -0.52], [0.03, 0.01, 0.61], [-0.11, -0.03, -0.18], [0.79, -1.14, -0.23], [-0.21, 1.05, 0.18], [0.07, 0.57, 0.33], [0.12, 0.01, 0.10], [-0.54, -0.33, -0.43], [-0.27, -0.17, 0.03], [1.25, 0.12, 1.41], [-0.46, 0.02, -1.31], [-0.25, 0.82, 0.66], [-0.20, -0.48, -0.78], [-0.21, -0.21, -0.02], [-0.01, -0.25, 0.11]],
  "lowdin_charge": [-0.2927, 0.5165, -0.2893, -0.2819, -0.1978, 0.6359, -0.2527, -0.2468, -0.1844, -0.1945, -0.1142, 0.0713, 0.0782, 0.0721, 0.0156, -0.1583, -0.1303, 0.0782, 0.0674, 0.0509, 0.0098, -0.2028, -0.0892, 0.0733, 0.0750, 0.0575, 0.0787, -0.1793, -0.1168, 0.0833, 0.0723, 0.0709, 0.0683, -0.1870, -0.1119, 0.0775, 0.0808, 0.0580, 0.0750, -0.1336, -0.1243, 0.0832, 0.0724, 0.0429, 0.0297, -0.1629, -0.1146, 0.0727, 0.0678, 0.0473, 0.0683, -0.1091, -0.1746, 0.0924, 0.0758, 0.0857, 0.0079, -0.1212, -0.1487, 0.0841, 0.0633, 0.0703, 0.0172, -0.1160, -0.1573, 0.0788, 0.0626, 0.0753, -0.0318, -0.1366, -0.1212, 0.0730, 0.0588, 0.0559, 0.0704, -0.1883, -0.1065, 0.0735, 0.0767, 0.0659, 0.0382]
}


{
  "formula": "C44H33BrN9O5S2SiW",
  "method": "ωB97M-V/def2-TZVPD",
  "homo_ev": -8.839,
  "total_charge": 1,
  "relative_energy_kcal_mol": 19.6,
  "species": ["W", "N", "C", "S", "N", "N", "C", "C", "C", "C", "C", "C", "C", "O", "H", "H", "H", "H", "H", "H", "H", "Br", "C", "C", "C", "C", "C", "C", "N", "N", "C", "C", "C", "C", "O", "C", "N", "C", "C", "C", "C", "H", "H", "H", "H", "H", "H", "H", "H", "H", "C", "C", "C", "C", "C", "C", "Si", "C", "C", "C", "C", "C", "C", "H", "H", "H", "H", "H", "H", "H", "H", "H", "H", "H", "O", "S", "O", "O", "C", "N", "C", "C", "C", "N", "C", "C", "C", "N", "C", "C", "H", "H", "H", "H", "H", "H"],
  "positions_angstrom": [[0.4526, 0.0061, 0.2384], [3.2574, -0.1625, 3.5934], [2.1360, -0.1475, 2.8599], [1.8261, 1.2763, 1.8917], [1.3340, -1.1708, 2.9294], [0.2324, -1.0065, 2.1013], [-0.8009, -1.6995, 2.4596], [-2.0666, -1.7888, 1.7814], [-3.0440, -2.6652, 2.2725], [-4.2592, -2.7814, 1.6295], [-4.5198, -2.0172, 0.4902], [-3.5735, -1.1381, -0.0114], [-2.3618, -1.0394, 0.6450], [-1.3959, -0.1937, 0.1887], [3.8358, 0.6548, 3.6689], [3.3994, -0.9217, 4.2414], [-0.6673, -2.2792, 3.3691], [-2.8300, -3.2542, 3.1560], [-5.0075, -3.4631, 2.0085], [-5.4729, -2.1121, -0.0130], [-3.7638, -0.5381, -0.8919], [0.9688, 6.5231, -4.5076], [1.6702, 4.8745, -5.0890], [2.6174, 4.2252, -4.3061], [3.1132, 2.9985, -4.7136], [2.6675, 2.4342, -5.9071], [1.7803, 3.1296, -6.7148], [1.2551, 4.3440, -6.2988], [3.1390, 1.1849, -6.4759], [3.4524, 0.2029, -5.7922], [3.1275, 0.0815, -4.4014], [4.1232, -0.2556, -3.5225], [3.8739, -0.4103, -2.1388], [2.5963, -0.2678, -1.6965], [2.1880, -0.2708, -0.3997], [1.5512, 0.0064, -2.5871], [0.3220, 0.1429, -2.0062], [-0.7203, 0.3548, -2.7863], [-0.6021, 0.4412, -4.1833], [0.6315, 0.3533, -4.7658], [1.7730, 0.1559, -3.9551], [2.9764, 4.6862, -3.3958], [3.8770, 2.5165, -4.1216], [1.4990, 2.7014, -7.6690], [0.5529, 4.8827, -6.9195], [5.1321, -0.3532, -3.9018], [4.6759, -0.6417, -1.4506], [-1.6812, 0.4455, -2.3026], [-1.4933, 0.5886, -4.7760], [0.7286, 0.4157, -5.8414], [-3.5285, 3.7223, -3.0708], [-3.7753, 2.8945, -1.9784], [-2.7254, 2.4692, -1.1810], [-1.4089, 2.8554, -1.4624], [-1.1796, 3.6885, -2.5578], [-2.2333, 4.1217, -3.3563], [0.0262, 2.5045, -0.3319], [-0.3847, 3.3675, 1.2710], [-1.2890, 2.8409, 2.1994], [-1.5169, 3.4705, 3.4112], [-0.8377, 4.6439, 3.7198], [0.0470, 5.1914, 2.8041], [0.2745, 4.5555, 1.5889], [-4.3500, 4.0673, -3.6853], [-4.7899, 2.5985, -1.7426], [-2.9431, 1.8558, -0.3151], [-0.1717, 4.0117, -2.7973], [-2.0352, 4.7750, -4.1967], [1.2415, 3.1025, -0.9244], [-1.8512, 1.9391, 1.9763], [-2.2207, 3.0499, 4.1179], [-1.0046, 5.1326, 4.6707], [0.5656, 6.1130, 3.0345], [0.9760, 4.9946, 0.8873], [0.0072, -9.2557, 2.8784], [1.1258, -8.8716, 2.0424], [1.8828, -7.7267, 2.5209], [1.9176, -9.9519, 1.5020], [0.2954, -8.2042, 0.5750], [-0.3211, -9.0298, -0.2920], [-0.9101, -8.4773, -1.3363], [-0.8806, -7.1072, -1.6003], [-0.2143, -6.3548, -0.6579], [0.3351, -6.8824, 0.4239], [-0.0220, -4.8791, -0.7032], [-0.8008, -3.9982, -1.4465], [-0.6058, -2.6419, -1.3032], [0.3301, -2.1352, -0.4890], [1.1362, -2.9852, 0.1777], [0.9855, -4.3441, 0.1047], [-1.4306, -9.1524, -2.0083], [-1.3325, -6.6929, -2.4916], [-1.5895, -4.3542, -2.0953], [-1.2240, -1.9372, -1.8399], [1.8998, -2.5487, 0.8079], [1.6012, -5.0162, 0.6916]],
  "atomic_forces_ev_per_a": [[1.36, -1.83, 0.33], [-0.08, 0.07, -0.02], [0.20, -0.17, 0.27], [-0.89, -0.01, -0.37], [-0.06, 0.24, -0.24], [-0.19, 0.05, -0.04], [-0.13, -0.11, 0.07], [0.16, -0.11, 0.17], [-0.10, -0.06, 0.00], [0.06, 0.04, 0.00], [0.02, 0.00, 0.00], [-0.13, -0.06, 0.01], [0.34, 0.28, -0.22], [-0.66, 0.40, 0.34], [0.03, -0.01, -0.04], [-0.01, 0.01, 0.02], [-0.04, 0.00, 0.01], [0.00, -0.01, -0.02], [0.01, 0.00, -0.01], [0.00, 0.00, 0.01], [0.00, 0.00, 0.01], [-0.05, 0.06, 0.04], [0.06, -0.03, 0.04], [-0.02, 0.00, -0.06], [0.09, -0.05, -0.04], [-0.06, -0.45, -0.10], [-0.17, 0.03, -0.03], [0.02, -0.09, -0.04], [0.44, 0.43, 0.34], [-0.56, -0.10, -0.03], [0.06, 0.10, -0.09], [0.06, 0.07, 0.17], [0.19, -0.18, -0.17], [-0.23, 0.01, 0.10], [0.72, 0.37, -0.34], [-0.06, 0.00, 0.03], [-0.03, 0.51, 0.07], [-0.01, -0.13, -0.20], [-0.08, -0.06, 0.14], [0.08, 0.00, -0.05], [0.01, -0.02, -0.25], [-0.01, -0.01, -0.01], [0.00, -0.05, 0.03], [0.02, 0.03, 0.00], [-0.01, -0.01, 0.01], [0.00, -0.04, 0.03], [0.00, 0.03, -0.02], [-0.03, 0.02, -0.01], [0.00, 0.00, 0.02], [0.03, 0.02, 0.00], [0.00, -0.02, 0.01], [0.04, 0.00, -0.02], [-0.02, 0.16, 0.02], [-0.01, -0.09, -0.19], [-0.04, -0.08, -0.12], [0.05, -0.01, -0.02], [-0.53, 1.00, 0.37], [0.18, -0.04, 0.17], [-0.14, 0.10, -0.05], [0.02, 0.03, -0.02], [0.01, 0.00, -0.02], [-0.01, 0.00, -0.02], [0.02, -0.01, 0.03], [0.01, -0.02, 0.00], [0.01, 0.01, 0.00], [0.02, -0.03, 0.04], [0.00, 0.01, 0.00], [0.00, 0.02, 0.02], [0.14, -0.19, -0.06], [0.07, -0.09, -0.01], [0.00, 0.00, -0.01], [-0.01, 0.00, -0.01], [0.00, -0.01, 0.00], [0.01, -0.02, 0.03], [-0.05, 0.06, -0.08], [0.29, -0.04, 0.31], [-0.09, -0.11, -0.06], [-0.07, 0.07, -0.02], [-0.33, 0.22, -0.51], [0.08, 0.16, 0.28], [-0.02, -0.07, -0.02], [-0.02, -0.04, -0.05], [-0.04, 0.34, 0.03], [0.19, -0.42, 0.13], [-0.03, -0.21, -0.01], [-0.05, 0.02, -0.03], [0.03, -0.14, 0.03], [-0.17, 0.33, -0.01], [0.01, -0.09, -0.07], [0.06, 0.00, 0.01], [0.04, 0.00, -0.02], [0.01, -0.01, 0.01], [0.02, 0.00, -0.01], [-0.03, 0.00, 0.04], [0.01, 0.01, 0.01], [-0.01, 0.02, -0.01]],
  "lowdin_charge": [1.5762, 0.1201, -0.7851, 0.7713, 0.0244, -0.1911, -0.0032, -0.1310, 0.0142, -0.0324, -0.0230, 0.0049, -0.2896, -0.2964, 0.1028, 0.1259, 0.1572, 0.1345, 0.1224, 0.1220, 0.1209, 0.7885, -0.6970, -0.1151, -0.0171, -0.2614, -0.0190, -0.1040, 0.0968, 0.0986, -0.2100, 0.0139, 0.0613, -0.2688, -0.3091, -0.1514, -0.0362, -0.1105, 0.0147, 0.0534, -0.0731, 0.1078, 0.1172, 0.1240, 0.1099, 0.1328, 0.1386, 0.1057, 0.1276, 0.1276, -0.0600, -0.0630, -0.1173, -0.3388, -0.1025, -0.0632, 0.6588, -0.4009, -0.1330, -0.0688, -0.0648, -0.0662, -0.1105, 0.1124, 0.1109, 0.0891, 0.0735, 0.1016, 0.0162, 0.0879, 0.1099, 0.1112, 0.1110, 0.1009, -0.3446, 0.3885, -0.3766, -0.3375, -0.3101, 0.1467, -0.1039, 0.0056, -0.2438, 0.1428, -0.0881, 0.0349, -0.0976, -0.0577, -0.0906, 0.0540, 0.1147, 0.1037, 0.1235, 0.1044, 0.1103, 0.1363]
}